# 1
Entry from OMol25: a cluster of 2 separate species, C3H3BrF2 in total (ωB97M-V with the def2-TZVPD basis set).

```
9
C3H3BrF2 (ωB97M-V with the def2-TZVPD basis set)
C -1.076 1.283 0.994
C 0.113 0.880 0.698
C 0.614 -1.337 -1.092
F 1.262 1.216 1.172
F -0.602 -1.496 -1.675
Br 1.942 -0.967 -2.337
H -1.156 1.679 1.981
H -1.915 0.845 0.684
H 0.818 -2.103 -0.425
```

Results
charge = 0
total energy = -2889.65232 a.u.
E_HOMO (alpha / beta) = -9.42 / -8.95 eV
Kohn-Sham gap (alpha / beta) = 9.13 / 8.62 eV

# 2
Entry from OMol25: an isolated molecule of C21H21N3O (ωB97M-V with the def2-TZVPD basis set).

```
46
C21H21N3O (ωB97M-V with the def2-TZVPD basis set)
C -7.155 -0.159 0.467
C -5.668 0.021 0.416
C -5.080 0.759 -0.604
C -3.710 0.926 -0.678
C -2.891 0.346 0.284
C -3.469 -0.396 1.310
C -4.840 -0.555 1.371
H -5.271 -1.134 2.175
H -2.839 -0.851 2.062
N -1.496 0.480 0.280
C -0.698 1.081 -0.637
O -1.073 1.633 -1.648
C 0.791 0.950 -0.283
N 1.550 1.874 -1.110
H 0.980 2.126 -1.915
C 2.870 1.446 -1.537
C 3.727 1.087 -0.354
N 4.459 -0.012 -0.463
C 5.207 -0.377 0.564
C 5.264 0.325 1.756
C 4.507 1.482 1.867
C 3.728 1.874 0.794
H 3.122 2.766 0.827
H 4.526 2.067 2.777
H 5.882 -0.019 2.571
H 5.783 -1.282 0.418
H 3.322 2.296 -2.059
H 2.871 0.585 -2.223
C 1.154 -0.511 -0.437
C 0.971 -1.149 -1.659
C 1.333 -2.474 -1.817
C 1.876 -3.177 -0.755
C 2.050 -2.552 0.467
C 1.690 -1.226 0.625
H 1.841 -0.736 1.579
H 2.474 -3.095 1.299
H 2.164 -4.210 -0.881
H 1.192 -2.958 -2.772
H 0.538 -0.602 -2.485
H 0.929 1.240 0.771
H -1.030 0.018 1.050
H -3.273 1.503 -1.475
H -5.707 1.215 -1.356
H -7.469 -0.531 1.439
H -7.471 -0.875 -0.292
H -7.663 0.782 0.269
```

Results
charge = 0
total energy = -1052.37066 a.u.
E_HOMO = -8.27 eV
SMILES = Cc1ccc(NC(=O)[C@H](NCc2ccccn2)c2ccccc2)cc1
Kohn-Sham gap = 8.97 eV

# 3
Entry from OMol25: an isolated molecule of C28H39N3O4 (ωB97M-V with the def2-TZVPD basis set).

```
74
C28H39N3O4 (ωB97M-V with the def2-TZVPD basis set)
C -6.327 -1.707 -1.176
C -5.580 -0.504 -0.618
C -4.423 -0.921 0.313
C -3.337 -1.570 -0.529
O -3.303 -2.771 -0.727
N -2.463 -0.709 -1.110
C -2.410 0.639 -0.718
C -1.607 1.568 -1.366
C -1.478 2.865 -0.888
C -2.181 3.234 0.251
C -3.017 2.334 0.884
C -3.144 1.039 0.404
O -3.965 0.178 1.072
H -3.577 2.608 1.764
H -2.083 4.236 0.642
C -0.595 3.847 -1.597
H -0.033 4.445 -0.882
H -1.197 4.526 -2.200
H 0.102 3.334 -2.255
H -1.056 1.288 -2.248
C -1.586 -1.214 -2.149
H -1.855 -0.753 -3.107
H -1.774 -2.290 -2.223
C -0.091 -0.949 -1.957
O 0.525 -0.393 -2.852
N 0.504 -1.355 -0.819
C 1.915 -0.956 -0.686
H 2.337 -1.099 -1.687
C 2.011 0.525 -0.316
H 1.560 0.668 0.665
H 1.454 1.117 -1.042
C 3.462 1.019 -0.273
N 4.250 0.102 0.536
H 5.217 0.406 0.565
C 4.184 -1.335 0.347
C 2.708 -1.769 0.324
H 2.297 -1.601 1.321
H 2.669 -2.834 0.088
C 4.849 -1.956 1.586
H 4.407 -1.543 2.489
H 5.914 -1.735 1.594
H 4.720 -3.035 1.591
C 4.931 -1.856 -0.895
H 4.998 -2.941 -0.861
H 5.943 -1.453 -0.914
H 4.437 -1.575 -1.819
C 3.496 2.365 0.467
H 4.495 2.794 0.428
H 3.225 2.220 1.509
H 2.799 3.065 0.015
C 4.003 1.247 -1.696
H 3.771 0.420 -2.359
H 3.555 2.142 -2.119
H 5.083 1.382 -1.673
C -0.157 -2.158 0.186
C -0.754 -1.388 1.328
C -1.742 -1.738 2.197
C -1.861 -0.664 3.116
C -0.940 0.266 2.743
O -0.259 -0.175 1.659
C -0.575 1.594 3.299
H -1.279 1.870 4.078
H -0.593 2.346 2.512
H 0.430 1.570 3.722
H -2.549 -0.594 3.933
H -2.314 -2.643 2.182
H 0.570 -2.872 0.586
H -0.953 -2.752 -0.270
H -4.786 -1.653 1.042
H -5.179 0.105 -1.433
H -6.259 0.123 -0.036
H -5.646 -2.376 -1.697
H -6.800 -2.266 -0.372
H -7.097 -1.382 -1.871
```

Results
charge = 0
total energy = -1555.63068 a.u.
E_HOMO = -8.01 eV
SMILES = CC[C@@H]1Oc2ccc(C)cc2N(CC(=O)N(Cc2ccc(C)o2)C2CC(C)(C)NC(C)(C)C2)C1=O
Kohn-Sham gap = 8.75 eV

# 4
Entry from OMol25: a structure of composition C37H47N5O5SSeW (ωB97M-V with the def2-TZVPD basis set).

```
97
C37H47N5O5SSeW (ωB97M-V with the def2-TZVPD basis set)
W 0.250 0.591 -0.456
N 2.644 0.691 -1.346
C 3.367 -0.563 -1.441
C 2.399 -1.682 -1.195
O 2.715 -2.850 -1.319
N 1.159 -1.257 -0.810
C 0.230 -2.347 -0.580
C -1.178 -1.798 -0.668
O -2.164 -2.397 -0.356
O -1.203 -0.526 -1.152
H 2.597 1.175 -2.230
H 3.051 1.323 -0.674
H 4.158 -0.627 -0.694
H 3.826 -0.718 -2.416
H 0.357 -2.819 0.396
H 0.343 -3.130 -1.332
C 1.918 0.791 3.754
C 2.839 1.450 2.718
C 3.360 0.456 1.698
C 2.238 2.792 2.273
C 2.552 3.769 3.222
C 2.032 5.041 3.210
C 1.120 5.357 2.231
C 0.776 4.447 1.237
C -0.333 4.922 0.314
C 0.065 6.206 -0.420
C -1.617 5.116 1.128
C 1.380 3.167 1.200
N 1.208 2.364 -0.008
C 1.432 3.039 -1.212
C 0.751 2.629 -2.306
N -0.144 1.546 -2.180
C -1.179 1.396 -3.200
C -1.032 0.497 -4.275
C -2.093 0.364 -5.175
C -3.263 1.076 -5.056
C -3.381 1.976 -4.019
C -2.360 2.159 -3.093
C -2.582 3.256 -2.073
C -2.189 4.599 -2.703
C -4.041 3.356 -1.608
C 0.131 -0.421 -4.647
C 1.527 0.010 -4.247
C -0.133 -1.855 -4.177
H 2.388 -0.109 4.157
H 0.958 0.511 3.334
H 1.734 1.479 4.581
H 3.728 1.750 3.276
H 2.575 -0.035 1.134
H 3.901 -0.337 2.218
H 4.065 0.934 1.012
H 3.232 3.492 4.020
H 2.312 5.761 3.969
H 0.644 6.328 2.241
H -0.535 4.161 -0.430
H 0.293 7.011 0.279
H -0.739 6.556 -1.065
H 0.951 6.050 -1.040
H -1.492 5.885 1.893
H -1.907 4.189 1.628
H -2.437 5.426 0.479
H 2.104 3.889 -1.236
H 0.831 3.105 -3.275
H -1.975 -0.334 -5.996
H -4.066 0.943 -5.770
H -4.285 2.562 -3.926
H -1.961 3.058 -1.198
H -2.727 4.723 -3.646
H -1.122 4.676 -2.911
H -2.473 5.425 -2.052
H -4.636 3.942 -2.313
H -4.095 3.859 -0.643
H -4.515 2.382 -1.508
H 0.112 -0.432 -5.740
H 1.726 1.055 -4.499
H 2.261 -0.611 -4.764
H 1.652 -0.142 -3.183
H -1.034 -2.264 -4.635
H -0.274 -1.877 -3.099
H 0.709 -2.505 -4.429
O -0.091 -0.230 1.241
O -0.783 1.048 1.058
S -4.086 0.488 0.488
C -3.657 -0.514 1.620
N -3.391 -1.234 2.535
Se -2.468 -2.798 2.742
C -2.566 -2.846 4.647
C -1.866 -3.874 5.270
C -1.899 -3.990 6.651
C -2.622 -3.082 7.413
C -3.312 -2.058 6.782
C -3.290 -1.934 5.399
H -1.291 -4.584 4.686
H -1.354 -4.793 7.131
H -2.645 -3.173 8.491
H -3.876 -1.344 7.369
H -3.829 -1.134 4.911
```

Results
charge = 0
total energy = -4954.75798 a.u.
E_HOMO = -7.67 eV
Kohn-Sham gap = 6.31 eV

The records above give, respectively, energy above the lowest of the compared OMol25 structures with the same formula, charge and spin values of 113.2; 1.4; 0.0; 53.4 kcal/mol.